C29H30F3N4O3S2Zr as an isolated structure, computed with ωB97M-V/def2-TZVPD.

Geometry as XYZ:
```
72
C29H30F3N4O3S2Zr (ωB97M-V/def2-TZVPD)
C 2.0828 -3.3318 3.4256
F -0.4678 -1.4395 -5.2038
H 2.8177 -2.5963 -0.3971
C -0.1452 -0.2088 -2.5139
H -4.1295 -1.2144 -1.2633
H -2.4516 -3.4787 -0.5524
C -3.6323 1.4303 1.9874
C -3.5038 0.5623 0.9228
H -3.9021 -2.8410 0.2525
H 2.8525 3.3249 -3.4274
H -1.1702 2.2910 -0.6256
N -0.8254 -1.6684 2.0163
C -0.3259 -2.2934 4.3738
F 0.2539 0.3907 -6.0970
C 1.7883 -3.3780 4.7839
C 0.3129 -0.3710 -4.9960
H 3.2296 -3.7046 0.9237
C 2.4499 3.4084 -2.4251
S 1.9537 1.0378 0.7551
H 1.0377 5.6707 -0.3460
C 2.4487 2.2980 -1.5976
C -0.1253 0.4021 -3.7766
S 0.2533 -1.8761 -2.1609
C 1.1838 -2.7480 2.5551
C -0.0154 -2.1995 3.0225
C -2.5936 -0.4937 0.9876
C 0.5843 -2.8759 5.2462
H -2.8660 -0.0288 -1.6294
C -0.9280 2.4351 -2.7628
H -1.2432 3.4652 -2.8342
H 1.0375 3.7065 1.1565
Zr -0.0261 -0.9398 0.2372
N -2.3690 -1.4253 -0.1054
H -2.6739 -1.7118 -2.1489
H -1.2739 -1.9287 4.7430
C 0.7214 -3.9929 0.5694
C 1.4288 3.6303 0.1496
H 3.3019 -1.9417 1.1762
C 1.9847 5.8338 -2.8908
H 0.3436 -2.9353 6.2992
H -4.3482 2.2389 1.9365
H -4.1279 0.6933 0.0505
F 1.5752 -0.8016 -4.8735
H -2.4173 -3.1117 1.1892
C 1.4309 4.7248 -0.6969
O 2.9556 1.1810 1.7488
C -0.5274 1.7173 -3.8891
H 2.4977 -3.8177 5.4706
C -2.8460 1.2564 3.1261
C -0.8940 1.7963 -1.5486
H -0.3367 -4.0143 0.8239
C -1.9345 0.2274 3.2044
N -0.5212 0.5140 -1.4410
H 1.2071 -4.8601 1.0208
C 1.9327 2.4223 -0.3157
C -2.8112 -2.8069 0.2267
H 1.8024 5.5579 -3.9290
N 1.3457 -2.7435 1.0951
H 2.8358 1.3472 -1.9393
H -0.5262 2.1883 -4.8627
O 0.5484 0.8733 1.2992
C -1.7971 -0.6800 2.1438
H 0.8458 -4.0400 -0.5116
H -2.9402 1.9445 3.9555
H -1.2968 0.1316 4.0704
H 3.0146 -3.7462 3.0671
O 2.0551 -0.1632 -0.1370
C 1.9442 4.6317 -1.9908
C 2.7685 -2.7461 0.6790
H 1.2495 6.5800 -2.5937
C -3.0521 -1.0626 -1.3617
H 2.9691 6.3037 -2.8465
```

The value obtained for the max |F| is 0.3 eV Å⁻¹. The net charge is +1. For the lowest unoccupied orbital energy, the calculation gives -3.0 eV. Its HOMO energy is -10.50 eV. The relative energy (zero: lowest compared OMol25 entry of this formula, charge and spin) comes out at 7.5 kJ/mol. The frontier orbital gap is 0.27592 hartree.

Löwdin population analysis, charges in e, atoms 1 to 6: number 1, C, carries -0.01; number 2, F, carries 0.14; number 3, H, carries 0.08; number 4, C, carries -0.65; number 5, H, carries 0.10; number 6, H, carries 0.10